# 1
Molecular formula: C14H17N4O5RbS2
Method: DFT, ωB97M-V/def2-TZVPD

```
! RIJCOSX wB97M-V def2-TZVPD def2/J DEFGRID3
* xyz -2 1
Rb -0.88975 -0.24969 -0.56595
S -0.69513 4.40160 -4.37303
S -1.87215 1.90810 -3.11380
O -1.31579 1.58094 2.21712
O 1.32729 -3.73947 1.98229
O -3.29508 0.07941 1.13045
O -4.60508 -1.73701 0.90238
O -0.03436 -2.74640 0.49651
N 0.76765 2.67165 -3.29055
N 2.09921 -0.76133 -1.34144
N -1.37375 -1.34442 2.51319
N 1.09261 1.53181 -2.60924
C 2.34570 1.29441 -2.59427
C -0.51838 2.84390 -3.49390
C -3.59099 -1.14424 1.29687
C 2.92068 0.13316 -1.90418
C -1.62867 -0.39682 3.58553
C 0.38929 -2.98401 1.65520
C -2.57645 -2.02652 2.07222
C -2.47475 4.58032 -4.54941
C -0.88024 0.90699 3.37416
C 4.85334 -1.09114 -1.18623
C 4.30847 -0.00463 -1.85158
C 4.00228 -2.01041 -0.59822
C 2.62890 -1.80539 -0.70786
C -0.28322 -2.24344 2.83701
H 0.51455 -1.66366 3.30929
H 1.91663 -2.49422 -0.26067
H 3.03717 1.97171 -3.10244
H -2.69581 -0.16513 3.60620
H -2.62480 5.52699 -5.07302
H -2.04258 1.04241 1.81043
H -0.58316 -3.00716 3.57867
H -2.28314 -2.83803 1.40783
H -2.89611 3.76057 -5.12619
H -2.96233 4.60756 -3.57781
H 4.93934 0.74089 -2.32017
H 4.37201 -2.86848 -0.05356
H 5.92919 -1.21166 -1.12327
H -1.02890 1.54880 4.25632
H -1.36628 -0.81890 4.57272
H 0.19769 0.70690 3.29748
H -3.12514 -2.48596 2.91492
*
```

## Properties
- Kohn-Sham gap (eV) = 6.55
- lowest unoccupied orbital energy (eV) = 4.25
- energy above the lowest of the compared OMol25 structures with the same formula, charge and spin (kJ/mol) = 0.0
- HOMO (eV) = -2.294

Atomic partial charges in e from the natural (NBO) method, atoms 1 to 8: 0.944 0.196 -0.385 -0.783 -0.782 -0.829 -0.748 -0.818

---

# 2
Molecular formula: C3H6N4
Method: DFT, ωB97M-V/def2-TZVPD

```
! RIJCOSX wB97M-V def2-TZVPD def2/J DEFGRID3
* xyz 0 1
N -0.98107 1.09109 1.16166
N -0.48009 -0.16169 0.63260
N 0.28023 -2.04419 1.02578
N -0.44178 -1.12268 1.51630
C 0.81086 -1.64685 -0.06318
C 0.33475 0.78666 -1.49271
C 0.38344 -0.35258 -0.48216
H -0.36863 1.22032 2.11158
H 1.39376 -2.38792 -0.43556
H 0.89696 1.57534 -0.96384
H -2.08107 1.30960 1.39380
H 0.92904 0.59179 -2.41071
H -0.67639 1.14110 -1.99356
*
```

## Properties
- Kohn-Sham gap (eV) = 10.04
- lowest unoccupied orbital energy (eV) = 0.70
- energy above the lowest of the compared OMol25 structures with the same formula, charge and spin (kJ/mol) = 394.4
- SMILES = Cc1cnnn1N
- HOMO (eV) = -9.341

Atomic partial charges in e from the natural (NBO) method, atoms 1 to 8: -0.699 -0.027 -0.252 -0.079 -0.102 -0.660 0.096 0.383

---

# 3
Molecular formula: C8H9ClN4
Method: DFT, ωB97M-V/def2-TZVPD

```
! RIJCOSX wB97M-V def2-TZVPD def2/J DEFGRID3
* xyz 2 1
Cl 1.63057 2.69082 1.67300
N -1.29157 2.49386 0.23923
N 2.44305 0.30898 2.27877
N -0.37432 0.94936 -1.33323
N 1.35850 -1.10297 1.03100
C 0.21543 0.00641 -0.52044
C -1.50304 3.19269 1.21275
C -0.88439 2.16979 -0.95125
C 0.81012 -2.10013 0.15080
C 0.47471 -1.33059 -1.10049
C 0.89723 0.20041 0.68510
C 1.63037 1.07234 1.53462
C 2.34856 -0.90745 1.89607
H -0.12122 -2.46164 0.50584
H 2.89672 -1.80769 2.36121
H -1.30978 2.95025 -1.74017
H -0.80013 3.91647 1.55120
H 1.47559 -2.91685 0.13830
H 1.22994 -1.20784 -1.87293
H -0.53051 0.68549 -2.23027
H -2.46679 3.20621 1.76943
H -0.37546 -1.61865 -1.65574
*
```

## Properties
- Kohn-Sham gap (eV) = 7.74
- lowest unoccupied orbital energy (eV) = -9.71
- SMILES = C=[N+]=CNC1=C2C(Cl)=NC=[N+]2CC1
- HOMO (eV) = -17.456

Atomic partial charges in e from the natural (NBO) method, atoms 1 to 8: 0.215 -0.314 -0.400 -0.525 -0.278 0.409 0.148 0.365

---

# 4
Molecular formula: C4H8N2O3S
Method: DFT, ωB97M-V/def2-TZVPD

```
! RIJCOSX wB97M-V def2-TZVPD def2/J DEFGRID3
* xyz 0 1
S -1.23946 -1.51276 -0.83311
O 3.64947 0.53011 0.80450
O -3.15322 -0.91017 0.50238
O 2.21197 -0.87024 1.90576
N -2.73697 -0.96854 -0.82336
N 1.56822 3.33673 -1.73182
C -1.97055 -0.64111 1.30857
C -0.14199 -1.02100 -1.87671
C -0.90062 -1.60715 0.95506
C 2.96014 -0.19683 1.34272
H -1.62652 0.40269 1.23351
H 0.98551 2.58769 -1.96279
H 1.75714 3.31051 -0.81744
H -2.31375 -0.70755 2.39992
H -1.00157 -2.68255 1.31615
H 0.12094 -1.51433 1.33652
H -0.62231 -0.68182 -2.80907
H 2.45357 3.14631 -2.25078
*
```

## Properties
- Kohn-Sham gap (alpha / beta) (eV) = 7.60 / 7.08
- lowest unoccupied orbital energy (alpha / beta) (eV) = -0.62 / -0.80
- energy above the lowest of the compared OMol25 structures with the same formula, charge and spin (kJ/mol) = 656.0
- HOMO (alpha / beta) (eV) = -8.213 / -7.888

Atomic partial charges in e from the natural (NBO) method, atoms 1 to 8: 1.168 -0.488 -0.361 -0.544 -0.529 -1.049 -0.131 -0.702

---

# 5
Molecular formula: ArH22O11
Method: DFT, ωB97M-V/def2-TZVPD

```
! RIJCOSX wB97M-V def2-TZVPD def2/J DEFGRID3
* xyz 0 1
Ar 0.48840 -0.50923 -0.10542
O -1.76478 0.28411 -3.23873
O 3.70876 0.23692 -0.10522
O 1.49232 -0.06342 3.67543
O -2.27035 -1.59200 1.31505
O 0.01910 -2.67250 2.93989
O 0.17554 3.46990 -0.01575
O -1.98530 2.24719 -1.17417
O -2.61884 1.21947 1.32870
O 3.32168 -2.08672 1.53584
O -0.30640 -3.15301 -3.93349
O 1.10276 0.57266 -3.12455
H 3.75797 -2.68417 2.14325
H -3.51985 1.35725 1.62095
H -0.55777 -2.43550 2.21375
H -1.23027 -3.13085 -3.68405
H 0.28301 -1.83462 3.32006
H 3.85122 -0.51580 0.46868
H -2.32839 2.97624 -1.69087
H -2.54344 1.74069 0.52940
H -0.00003 3.40777 0.92315
H -1.69178 0.82577 -4.02454
H 3.82370 -0.11052 -0.98971
H -1.10759 2.52834 -0.91569
H -3.04025 -1.79851 1.84500
H 0.07202 -2.37609 -3.52186
H 1.54635 -0.10264 -2.61131
H 1.73378 0.85283 3.53970
H 0.19477 0.27470 -3.17943
H -1.88927 0.91079 -2.52599
H 0.75451 -0.02950 4.28430
H 0.03256 4.39269 -0.22609
H -2.24211 -0.63541 1.29540
H 2.73797 -1.56682 2.08831
*
```

## Properties
- Kohn-Sham gap (eV) = 10.33
- lowest unoccupied orbital energy (eV) = -0.25
- energy above the lowest of the compared OMol25 structures with the same formula, charge and spin (kJ/mol) = 75.3
- HOMO (eV) = -10.579

Atomic partial charges in e from the natural (NBO) method, atoms 1 to 8: 0.000 -0.963 -0.962 -0.953 -0.973 -0.961 -0.936 -0.983

---

# 6
Molecular formula: C5H12N2
Method: DFT, ωB97M-V/def2-TZVPD

```
! RIJCOSX wB97M-V def2-TZVPD def2/J DEFGRID3
* xyz 0 1
N 1.75971 -0.78938 -0.21958
N 2.03588 -1.97244 -0.65492
C -3.03710 -0.20758 -0.18605
C 1.13236 0.21904 -0.88576
C 1.84040 -0.78883 1.20763
C -3.44052 -0.68709 0.98469
C 1.07468 1.54727 -0.28769
H -2.70716 0.82092 -0.31238
H 1.83349 -1.97110 -1.70606
H 0.05738 1.48176 0.36729
H 1.88824 -1.80471 1.61463
H 0.94982 0.10887 -1.97401
H -3.87099 -1.68406 1.21083
H -3.00609 -0.76791 -1.11920
H -3.69391 -0.01841 1.78800
H 1.06030 2.48520 -0.94834
H 2.70923 -0.35410 1.60431
H 1.05888 -0.25513 1.55466
H 1.80973 1.79838 0.51389
*
```

## Properties
- Kohn-Sham gap (eV) = 8.12
- lowest unoccupied orbital energy (eV) = 0.95
- energy above the lowest of the compared OMol25 structures with the same formula, charge and spin (kJ/mol) = 468.5
- HOMO (eV) = -7.167

Atomic partial charges in e from the natural (NBO) method, atoms 1 to 8: -0.031 -0.564 -0.378 -0.133 -0.414 -0.393 -0.673 0.191

---

# 7
Molecular formula: C20H26FSi
Method: DFT, ωB97M-V/def2-TZVPD

```
! RIJCOSX wB97M-V def2-TZVPD def2/J DEFGRID3
* xyz 1 1
Si 3.40227 -5.17429 -2.31992
F 3.10531 -4.09053 5.32440
C 2.76079 -3.25946 4.28945
C 5.16951 -2.94455 -1.78812
C 0.12167 0.78299 -1.82810
C 3.34966 -7.01917 -2.55535
C 0.13337 -1.66374 -0.46730
C 0.93921 0.60497 -0.72359
C 2.10715 -4.51464 -1.13803
C 1.04634 -0.65289 -0.04571
C 3.74838 -2.76404 -3.99328
C 3.24452 -1.95096 4.28857
C 1.57617 -2.91805 2.24163
C 3.22710 -4.21075 -3.94777
C -0.61407 -1.51311 -1.62935
C -0.61909 -0.30166 -2.33458
C 2.15639 -1.62778 2.08952
C 5.01295 -4.47332 -1.60307
C 2.94413 -1.16412 3.18879
C 5.06255 -2.46642 -3.24451
C 2.09435 -0.80299 0.91933
C 1.89551 -3.74186 3.31423
H 1.54780 1.42907 -0.34411
H 5.03189 -4.71659 -0.53003
H 0.04455 -2.59563 0.08724
H 1.09251 -4.69187 -1.51438
H 2.25956 -3.43289 -1.02630
H 3.92220 -2.52585 -5.05625
H 0.07158 1.75086 -2.32702
H 4.47091 -2.37983 -1.12094
H 2.21108 -4.98553 -0.15056
H 1.49583 -4.75275 3.38132
H 5.25904 -1.38082 -3.27738
H 3.50116 -7.53961 -1.60284
H 3.85659 -1.59171 5.11210
H 5.88618 -2.93087 -3.80735
H -1.19860 -0.19725 -3.24558
H 0.91177 -3.31724 1.47960
H 2.89608 -0.03523 0.85597
H 6.16183 -2.65792 -1.41287
H -1.19631 -2.36121 -2.00285
H 2.96083 -2.08159 -3.64525
H 3.34122 -0.14749 3.13564
H 4.12510 -7.34398 -3.25768
H 2.14695 -4.22016 -4.15718
H 2.37606 -7.32542 -2.95404
H 5.84021 -5.00637 -2.08396
H 3.70353 -4.83961 -4.71614
*
```

## Properties
- Kohn-Sham gap (eV) = 5.43
- lowest unoccupied orbital energy (eV) = -6.13
- energy above the lowest of the compared OMol25 structures with the same formula, charge and spin (kJ/mol) = 0.0
- HOMO (eV) = -11.554

Atomic partial charges in e from the natural (NBO) method, atoms 1 to 8: 1.632 -0.290 0.501 -0.386 -0.227 -1.116 -0.120 -0.116

---

# 8
Molecular formula: C22H28N2O3
Method: DFT, ωB97M-V/def2-TZVPD

```
! RIJCOSX wB97M-V def2-TZVPD def2/J DEFGRID3
* xyz 0 1
O -0.40032 -1.38530 1.07158
O 3.32942 2.59189 4.33442
O -4.74173 -0.09882 -5.90059
N -2.58599 -1.93265 -5.82604
N 0.79849 -0.42423 -0.62019
C -0.76260 -2.10870 -4.13182
C 0.17674 -1.08431 -4.16933
C -1.16761 -2.58366 -2.88996
C -4.94038 -1.44697 -5.54526
C -1.38070 -2.63636 -5.40230
C 0.46352 -0.62125 0.69138
C 0.68294 -0.54463 -3.00417
C 2.58568 1.80555 3.51882
C 1.26830 1.41162 3.74290
C 2.56740 0.60641 1.42298
C 2.26851 2.43954 7.97024
C -0.66985 -2.05238 -1.71550
C -3.69215 -2.04262 -4.89225
C 2.80223 3.02635 5.57247
C 3.22735 1.37996 2.35106
C 1.24345 0.22437 1.63723
C -2.36767 -0.53653 -6.15663
C 2.30955 1.35874 9.04331
C 0.61862 0.62360 2.81356
C -3.64865 0.02103 -6.77941
C 2.83603 1.93686 6.64568
C 0.25777 -1.01602 -1.76303
H 1.41321 0.25220 -3.05267
H 1.78445 3.41587 5.44574
H 3.45008 3.85667 5.86827
H 1.23590 2.76456 7.82190
H 4.25387 1.67488 2.20001
H 1.89927 1.73341 9.97780
H -0.66465 -2.56265 -6.22606
H -3.54310 1.08589 -6.99457
H -3.85999 -0.52352 -7.71240
H -2.11124 0.06438 -5.26689
H 1.47973 0.29845 -0.80689
H -1.88341 -3.39128 -2.83701
H 2.26531 1.06983 6.30638
H 3.10569 0.27120 0.54734
H 2.84278 3.30679 8.30346
H -3.86647 -3.09786 -4.67213
H -5.78325 -1.46041 -4.85217
H 1.72797 0.49275 8.73539
H -0.99830 -2.42903 -0.76182
H 0.73835 1.70930 4.63346
H 3.33309 1.03742 9.22160
H -3.49156 -1.50747 -3.94828
H -0.39865 0.30641 2.98700
H -1.65523 -3.68747 -5.27598
H -5.19160 -2.03401 -6.44185
H 0.52105 -0.70739 -5.12193
H 3.87059 1.61603 6.78296
H -1.55222 -0.46644 -6.87982
*
```

## Properties
- Kohn-Sham gap (eV) = 8.96
- lowest unoccupied orbital energy (eV) = 0.71
- energy above the lowest of the compared OMol25 structures with the same formula, charge and spin (kJ/mol) = 228.2
- SMILES = CCCCOc1ccc(C(=O)Nc2ccc(CN3CCOCC3)cc2)cc1
- HOMO (eV) = -8.252

Atomic partial charges in e from the natural (NBO) method, atoms 1 to 8: -0.606 -0.486 -0.522 -0.436 -0.598 -0.068 -0.187 -0.209

---

What did the eighth record say?
Molecular formula: C22H28N2O3
Method: DFT, ωB97M-V/def2-TZVPD

```
! RIJCOSX wB97M-V def2-TZVPD def2/J DEFGRID3
* xyz 0 1
O -0.40032 -1.38530 1.07158
O 3.32942 2.59189 4.33442
O -4.74173 -0.09882 -5.90059
N -2.58599 -1.93265 -5.82604
N 0.79849 -0.42423 -0.62019
C -0.76260 -2.10870 -4.13182
C 0.17674 -1.08431 -4.16933
C -1.16761 -2.58366 -2.88996
C -4.94038 -1.44697 -5.54526
C -1.38070 -2.63636 -5.40230
C 0.46352 -0.62125 0.69138
C 0.68294 -0.54463 -3.00417
C 2.58568 1.80555 3.51882
C 1.26830 1.41162 3.74290
C 2.56740 0.60641 1.42298
C 2.26851 2.43954 7.97024
C -0.66985 -2.05238 -1.71550
C -3.69215 -2.04262 -4.89225
C 2.80223 3.02635 5.57247
C 3.22735 1.37996 2.35106
C 1.24345 0.22437 1.63723
C -2.36767 -0.53653 -6.15663
C 2.30955 1.35874 9.04331
C 0.61862 0.62360 2.81356
C -3.64865 0.02103 -6.77941
C 2.83603 1.93686 6.64568
C 0.25777 -1.01602 -1.76303
H 1.41321 0.25220 -3.05267
H 1.78445 3.41587 5.44574
H 3.45008 3.85667 5.86827
H 1.23590 2.76456 7.82190
H 4.25387 1.67488 2.20001
H 1.89927 1.73341 9.97780
H -0.66465 -2.56265 -6.22606
H -3.54310 1.08589 -6.99457
H -3.85999 -0.52352 -7.71240
H -2.11124 0.06438 -5.26689
H 1.47973 0.29845 -0.80689
H -1.88341 -3.39128 -2.83701
H 2.26531 1.06983 6.30638
H 3.10569 0.27120 0.54734
H 2.84278 3.30679 8.30346
H -3.86647 -3.09786 -4.67213
H -5.78325 -1.46041 -4.85217
H 1.72797 0.49275 8.73539
H -0.99830 -2.42903 -0.76182
H 0.73835 1.70930 4.63346
H 3.33309 1.03742 9.22160
H -3.49156 -1.50747 -3.94828
H -0.39865 0.30641 2.98700
H -1.65523 -3.68747 -5.27598
H -5.19160 -2.03401 -6.44185
H 0.52105 -0.70739 -5.12193
H 3.87059 1.61603 6.78296
H -1.55222 -0.46644 -6.87982
*
```

## Properties
- Kohn-Sham gap (eV) = 8.96
- lowest unoccupied orbital energy (eV) = 0.71
- energy above the lowest of the compared OMol25 structures with the same formula, charge and spin (kJ/mol) = 228.2
- SMILES = CCCCOc1ccc(C(=O)Nc2ccc(CN3CCOCC3)cc2)cc1
- HOMO (eV) = -8.252

Atomic partial charges in e from the natural (NBO) method, atoms 1 to 8: -0.606 -0.486 -0.522 -0.436 -0.598 -0.068 -0.187 -0.209

---

Repeat the fourth record exactly.
Molecular formula: C4H8N2O3S
Method: DFT, ωB97M-V/def2-TZVPD

```
! RIJCOSX wB97M-V def2-TZVPD def2/J DEFGRID3
* xyz 0 1
S -1.23946 -1.51276 -0.83311
O 3.64947 0.53011 0.80450
O -3.15322 -0.91017 0.50238
O 2.21197 -0.87024 1.90576
N -2.73697 -0.96854 -0.82336
N 1.56822 3.33673 -1.73182
C -1.97055 -0.64111 1.30857
C -0.14199 -1.02100 -1.87671
C -0.90062 -1.60715 0.95506
C 2.96014 -0.19683 1.34272
H -1.62652 0.40269 1.23351
H 0.98551 2.58769 -1.96279
H 1.75714 3.31051 -0.81744
H -2.31375 -0.70755 2.39992
H -1.00157 -2.68255 1.31615
H 0.12094 -1.51433 1.33652
H -0.62231 -0.68182 -2.80907
H 2.45357 3.14631 -2.25078
*
```

## Properties
- Kohn-Sham gap (alpha / beta) (eV) = 7.60 / 7.08
- lowest unoccupied orbital energy (alpha / beta) (eV) = -0.62 / -0.80
- energy above the lowest of the compared OMol25 structures with the same formula, charge and spin (kJ/mol) = 656.0
- HOMO (alpha / beta) (eV) = -8.213 / -7.888

Atomic partial charges in e from the natural (NBO) method, atoms 1 to 8: 1.168 -0.488 -0.361 -0.544 -0.529 -1.049 -0.131 -0.702